# 1
# C2H2NO3S2

The ion C2H2NO3S2 with charge -1 in a non-equilibrium geometry (ωB97M-V with the def2-TZVPD basis set, the OMol25 dataset).

Geometry as XYZ:
```
10
C2H2NO3S2 (ωB97M-V with the def2-TZVPD basis set)
C 0.87 -0.57 -0.93
C -0.07 -1.26 0.03
N 0.86 0.74 -1.00
O 1.63 -1.32 -1.54
O -1.29 0.80 2.25
O 0.30 2.81 0.30
S -1.68 0.50 0.85
S -0.27 1.78 -0.57
H -0.73 -2.00 -0.38
H 0.37 -1.48 0.99
```

Results
F_max = 0.062 Eh/bohr
Total charge = -1
Orbital gap (spin up / spin down) = 7.31 / 7.27 eV
LUMO level (spin up / spin down) = 3.29 / 3.26 eV

# 2
# C26H32N4O2S

An isolated molecule of C26H32N4O2S (ωB97M-V with the def2-TZVPD basis set, the OMol25 dataset).

Geometry as XYZ:
```
65
C26H32N4O2S (ωB97M-V with the def2-TZVPD basis set)
C 7.38 3.59 0.04
C 7.33 2.10 0.12
C 8.47 1.35 0.38
C 8.40 -0.03 0.41
C 7.21 -0.71 0.19
C 7.20 -2.21 0.18
C 6.05 0.04 -0.04
N 4.84 -0.65 -0.28
C 3.84 0.00 -1.11
C 2.86 -1.07 -1.59
N 2.23 -1.72 -0.46
C 1.01 -1.29 -0.05
C 0.37 -1.81 1.12
C -0.88 -1.39 1.44
C -1.55 -0.45 0.62
C -2.84 0.03 0.88
C -3.40 0.94 0.02
S -5.04 1.52 0.38
O -5.43 2.51 -0.59
O -5.13 1.88 1.77
N -5.92 0.10 0.18
C -6.03 -0.27 -1.21
C -6.59 -1.69 -1.32
C -7.94 -1.77 -0.61
C -7.79 -1.31 0.83
C -7.20 0.10 0.86
C -2.72 1.40 -1.11
C -1.47 0.94 -1.39
C -0.85 0.00 -0.54
N 0.39 -0.42 -0.84
C 3.22 -2.32 0.40
C 4.21 -1.26 0.88
C 6.13 1.43 -0.09
H 8.23 3.98 0.59
H 6.47 4.03 0.45
H 7.47 3.91 -1.00
H 9.41 1.85 0.55
H 9.30 -0.60 0.59
H 6.39 -2.57 -0.45
H 8.14 -2.58 -0.21
H 7.07 -2.61 1.18
H 4.34 0.46 -1.96
H 3.27 0.77 -0.57
H 2.08 -0.62 -2.21
H 3.40 -1.83 -2.16
H 0.87 -2.54 1.74
H -1.38 -1.77 2.32
H -3.39 -0.29 1.75
H -5.03 -0.22 -1.65
H -6.68 0.43 -1.75
H -5.89 -2.38 -0.84
H -6.69 -1.97 -2.37
H -8.32 -2.80 -0.64
H -8.66 -1.13 -1.13
H -7.12 -1.98 1.37
H -8.76 -1.30 1.34
H -7.02 0.44 1.87
H -7.90 0.81 0.37
H -3.22 2.12 -1.74
H -0.92 1.27 -2.26
H 2.76 -2.81 1.26
H 3.76 -3.08 -0.18
H 4.97 -1.71 1.51
H 3.67 -0.51 1.48
H 5.24 2.01 -0.28
```

Results
F_max = 0.019 Eh/bohr
Total charge = 0
Orbital gap = 8.12 eV
LUMO level = 0.16 eV

# 3
# C26H52ClNO11P

A cluster of 9 separate species, C26H52ClNO11P in total in a non-equilibrium geometry (ωB97M-V with the def2-TZVPD basis set, the OMol25 dataset).

Geometry as XYZ:
```
92
C26H52ClNO11P (ωB97M-V with the def2-TZVPD basis set)
O 4.76 1.78 -4.11
C 4.80 0.71 -3.45
O 5.81 0.08 -3.14
C 3.49 0.08 -2.99
N 2.35 0.50 -3.84
P 1.02 0.83 -2.84
O -0.31 0.28 -3.63
Cl 0.83 2.94 -2.82
H 3.61 -1.00 -3.02
H 3.33 0.35 -1.95
H 2.63 1.31 -4.39
H -0.52 -0.53 -3.16
C 5.16 4.65 -3.23
C 5.82 5.76 -2.46
O 5.30 6.27 -1.49
C 7.17 6.22 -2.96
H 4.20 4.41 -2.78
H 5.00 4.96 -4.27
H 5.78 3.75 -3.22
H 7.09 6.59 -3.98
H 7.88 5.39 -2.92
H 7.54 7.03 -2.32
C 6.31 8.94 3.11
C 6.87 7.70 2.43
O 7.57 6.93 3.04
C 6.50 7.49 0.99
H 6.65 8.97 4.14
H 6.67 9.84 2.59
H 5.22 8.92 3.09
H 6.86 8.33 0.39
H 5.42 7.41 0.88
H 6.96 6.58 0.62
C -1.65 0.83 0.60
C -1.41 -0.58 0.13
O -1.24 -0.82 -1.04
C -1.40 -1.69 1.16
H -1.62 1.49 -0.26
H -2.63 0.89 1.08
H -0.87 1.13 1.30
H -2.36 -1.73 1.67
H -0.61 -1.52 1.89
H -1.23 -2.63 0.66
C -3.93 2.23 -3.20
C -4.53 1.92 -1.86
O -4.61 2.75 -0.99
C -5.04 0.51 -1.63
H -3.61 3.27 -3.22
H -3.06 1.59 -3.37
H -4.67 2.07 -3.99
H -4.21 -0.20 -1.74
H -5.82 0.27 -2.35
H -5.44 0.43 -0.63
C -1.03 1.63 5.18
C -0.78 0.23 4.66
O -0.59 0.02 3.49
C -0.79 -0.89 5.67
H -0.99 2.33 4.35
H -2.01 1.68 5.65
H -0.26 1.90 5.91
H -1.77 -0.94 6.16
H -0.02 -0.73 6.42
H -0.61 -1.83 5.17
C -2.58 -4.22 -2.70
C -3.18 -4.59 -1.37
O -3.26 -3.79 -0.47
C -3.67 -6.01 -1.21
H -2.27 -3.18 -2.67
H -1.71 -4.85 -2.90
H -3.31 -4.36 -3.49
H -2.85 -6.71 -1.35
H -4.45 -6.22 -1.94
H -4.08 -6.15 -0.21
C 0.77 -7.99 -1.23
C -0.49 -8.78 -1.52
O -1.24 -8.46 -2.40
C -0.76 -9.98 -0.64
H 0.84 -7.15 -1.93
H 0.74 -7.59 -0.21
H 1.64 -8.62 -1.35
H -0.85 -9.67 0.40
H 0.06 -10.70 -0.74
H -1.68 -10.45 -0.96
C -6.88 -1.67 4.42
C -5.38 -1.81 4.52
O -4.83 -1.91 5.60
C -4.60 -1.83 3.23
H -7.31 -1.67 5.42
H -7.13 -0.72 3.93
H -7.29 -2.50 3.85
H -4.75 -0.89 2.70
H -4.92 -2.67 2.61
H -3.54 -1.94 3.45
```

Results
F_max = 0.035 Eh/bohr
Total charge = -1
Orbital gap = 6.46 eV
LUMO level = 1.77 eV

# 4
# C16H52ClN4O12

A cluster of 9 separate species, C16H52ClN4O12 in total in a non-equilibrium geometry (ωB97M-V with the def2-TZVPD basis set, the OMol25 dataset).

Geometry as XYZ:
```
85
C16H52ClN4O12 (ωB97M-V with the def2-TZVPD basis set)
Cl 0.73 -0.03 0.75
O 1.34 1.03 0.01
O 0.93 -0.03 2.16
O -0.66 0.17 0.43
O 1.18 -1.31 0.21
O 4.51 -0.61 0.11
H 3.83 -0.19 0.63
H 4.16 -0.62 -0.78
O -2.10 3.47 0.65
H -2.00 2.55 0.39
H -2.61 3.45 1.45
O 0.37 -4.27 1.32
H 0.83 -3.48 1.05
H 1.02 -4.97 1.21
O 1.02 -2.60 4.48
H 1.43 -2.11 3.76
H 1.30 -2.14 5.27
C -2.45 -4.53 -1.60
C -2.57 -3.53 -0.47
C -3.34 -2.29 -0.90
O -3.39 -1.38 0.19
C -3.87 -0.12 -0.11
N -3.28 -4.05 0.68
H -1.59 -5.19 -1.57
H -2.34 -3.91 -2.49
H -3.36 -5.11 -1.79
H -1.60 -3.21 -0.07
H -4.39 -2.53 -1.09
H -2.76 -1.90 -1.74
H -3.20 0.24 -0.89
H -3.81 0.42 0.84
H -4.93 -0.05 -0.39
H -4.08 -3.45 0.80
H -3.77 -4.91 0.45
C -1.99 -0.74 4.36
C -2.53 -1.94 3.68
C -4.02 -1.74 3.32
O -4.61 -2.87 2.69
C -5.94 -2.66 2.32
N -1.66 -2.25 2.50
H -0.93 -0.90 4.56
H -2.46 -0.67 5.34
H -2.21 0.20 3.87
H -2.50 -2.73 4.43
H -4.09 -0.97 2.55
H -4.64 -1.51 4.18
H -6.60 -2.13 3.00
H -6.49 -3.59 2.18
H -5.88 -2.05 1.42
H -2.14 -1.82 1.72
H -0.98 -1.52 2.68
C 0.03 -0.57 -3.87
C -0.06 0.89 -3.42
C 0.78 1.90 -4.29
O 2.11 1.39 -4.16
C 3.07 1.70 -5.14
N -1.44 1.18 -3.28
H -0.68 -1.26 -3.41
H 1.03 -0.95 -3.66
H -0.07 -0.69 -4.94
H 0.42 0.92 -2.44
H 0.75 2.90 -3.85
H 0.45 1.78 -5.32
H 4.02 1.36 -4.73
H 3.17 2.77 -5.33
H 2.94 1.26 -6.13
H -1.89 0.89 -4.13
H -1.69 0.47 -2.61
C 4.00 2.87 1.37
C 3.95 4.07 0.34
C 5.38 4.33 -0.22
O 5.93 5.48 0.48
C 7.21 5.77 0.01
N 3.12 3.69 -0.77
H 2.99 2.64 1.70
H 4.55 3.16 2.26
H 4.50 1.96 1.02
H 3.68 4.94 0.93
H 5.66 4.54 -1.25
H 5.95 3.42 -0.03
H 7.94 4.96 0.05
H 7.57 6.60 0.63
H 7.24 6.08 -1.03
H 3.05 2.68 -0.82
H 3.46 3.90 -1.70
```

Results
F_max = 0.059 Eh/bohr
Total charge = -1
Orbital gap = 8.26 eV
LUMO level = 2.54 eV

# 5
# C4H10N2

A cluster of 2 separate species, C4H10N2 in total in a non-equilibrium geometry (ωB97M-V with the def2-TZVPD basis set, the OMol25 dataset).

Geometry as XYZ:
```
16
C4H10N2 (ωB97M-V with the def2-TZVPD basis set)
C 0.08 -0.28 -1.44
C 1.10 -1.44 -1.68
C 0.70 0.29 2.09
C -1.97 1.25 0.15
N 1.03 0.28 0.64
N 0.16 0.25 -0.25
H -0.76 -0.19 -2.00
H 1.67 -1.15 -2.52
H 0.64 -2.41 -1.94
H 1.67 -1.56 -0.76
H 0.14 -0.59 2.37
H 1.57 0.40 2.78
H 0.16 1.27 2.26
H -2.42 1.35 1.21
H -2.21 0.38 -0.51
H -1.58 2.15 -0.39
```

Results
F_max = 0.109 Eh/bohr
Total charge = 0
Orbital gap (spin up / spin down) = 8.31 / 7.75 eV
LUMO level (spin up / spin down) = 0.72 / 0.18 eV

# 6
# C18H23BrN4O3S

A cluster of 4 separate species, C18H23BrN4O3S in total in a non-equilibrium geometry (ωB97M-V with the def2-TZVPD basis set, the OMol25 dataset).

Geometry as XYZ:
```
50
C18H23BrN4O3S (ωB97M-V with the def2-TZVPD basis set)
C -0.16 -0.69 -0.20
C -0.81 0.79 0.20
C 0.25 1.92 -0.44
Br -0.08 2.17 -2.40
O 0.15 3.23 0.23
S 1.46 4.25 -0.15
O 1.46 5.40 0.92
O 2.99 3.45 0.09
N 3.32 3.08 -1.17
H 0.60 -0.57 -1.11
H 0.50 -1.04 0.73
H -1.01 -1.47 -0.45
H -1.88 0.87 -0.30
H -0.83 0.94 1.38
H 1.33 1.45 -0.23
H 3.11 2.08 -1.36
H 4.31 3.32 -1.40
N 5.58 4.70 -3.64
C 5.40 4.62 -4.97
C 4.76 5.58 -5.73
C 4.27 6.71 -5.08
C 4.43 6.83 -3.70
C 5.09 5.81 -3.03
H 5.80 3.72 -5.44
H 4.65 5.46 -6.80
H 3.76 7.49 -5.64
H 4.06 7.69 -3.17
H 5.25 5.85 -1.96
N -3.58 -2.61 -0.12
C -3.74 -3.51 0.87
C -4.20 -4.80 0.67
C -4.53 -5.19 -0.62
C -4.38 -4.28 -1.66
C -3.91 -3.01 -1.36
H -3.47 -3.16 1.87
H -4.30 -5.49 1.50
H -4.90 -6.19 -0.82
H -4.63 -4.55 -2.68
H -3.78 -2.27 -2.14
N -2.27 -3.65 3.99
C -3.30 -4.04 4.77
C -3.15 -4.70 5.98
C -1.86 -4.98 6.42
C -0.77 -4.59 5.64
C -1.03 -3.93 4.45
H -4.29 -3.81 4.38
H -4.01 -4.99 6.57
H -1.70 -5.49 7.37
H 0.24 -4.79 5.96
H -0.22 -3.60 3.80
```

Results
F_max = 0.116 Eh/bohr
Total charge = 0
Orbital gap = 10.15 eV
LUMO level = 0.65 eV

# 7
# C39H92N10O5P3

A cluster of 4 separate species, C39H92N10O5P3 in total in a non-equilibrium geometry (ωB97M-V with the def2-TZVPD basis set, the OMol25 dataset).

Geometry as XYZ:
```
149
C39H92N10O5P3 (ωB97M-V with the def2-TZVPD basis set)
C 11.00 -4.39 1.35
O 9.70 -4.16 0.83
C 9.69 -3.12 -0.17
C 8.20 -2.62 -0.34
C 8.00 -1.07 0.04
C 6.95 -0.94 1.22
C 5.67 -0.05 0.90
C 5.11 -0.17 -0.57
C 4.94 -1.65 -1.11
C 4.47 -2.70 -0.04
C 3.66 -3.90 -0.76
C 2.48 -4.26 0.18
C 1.06 -4.04 -0.20
C 0.06 -4.40 0.79
N 0.37 -4.93 2.04
C -0.78 -5.23 2.93
C -1.16 -4.07 3.94
C -0.90 -2.60 3.40
C -2.23 -1.88 2.88
C -2.35 -1.84 1.31
O -1.18 -1.29 0.68
C -1.41 -1.46 -0.74
C 1.69 -5.12 2.40
C 2.81 -4.82 1.51
H 11.62 -3.45 1.44
H 10.95 -4.86 2.38
H 11.61 -5.12 0.73
H 10.39 -2.28 0.09
H 10.00 -3.61 -1.14
H 7.57 -3.29 0.31
H 7.86 -2.84 -1.40
H 9.00 -0.73 0.45
H 7.80 -0.42 -0.85
H 6.59 -1.92 1.63
H 7.48 -0.43 2.08
H 6.00 1.03 1.02
H 4.89 -0.23 1.69
H 4.09 0.31 -0.58
H 5.75 0.42 -1.29
H 4.13 -1.61 -1.91
H 5.88 -1.94 -1.64
H 3.86 -2.24 0.79
H 5.35 -3.20 0.46
H 4.32 -4.80 -0.85
H 3.33 -3.59 -1.79
H 0.79 -3.61 -1.18
H -1.01 -4.24 0.52
H -1.63 -5.59 2.29
H -0.48 -6.11 3.56
H -2.28 -4.15 4.10
H -0.71 -4.23 4.95
H -0.06 -2.50 2.67
H -0.59 -1.99 4.30
H -3.14 -2.31 3.36
H -2.13 -0.80 3.21
H -2.65 -2.85 0.93
H -3.19 -1.12 1.06
H -0.68 -0.85 -1.34
H -1.37 -2.56 -0.99
H -2.44 -1.08 -0.99
H 1.95 -5.53 3.40
H 3.87 -4.96 1.80
O 4.48 3.38 1.00
P 3.66 4.66 1.15
N 4.93 5.67 0.56
C 5.38 6.96 1.03
C 5.20 5.53 -0.87
N 3.64 4.56 2.88
C 4.71 5.13 3.70
C 3.37 3.21 3.39
N 2.57 6.03 1.27
C 2.04 6.55 0.01
C 2.27 6.88 2.40
H 4.70 7.78 0.75
H 6.35 7.20 0.61
H 5.54 6.99 2.10
H 4.51 6.13 -1.47
H 5.12 4.49 -1.19
H 6.22 5.84 -1.11
H 5.70 4.80 3.36
H 4.59 4.85 4.75
H 4.66 6.22 3.70
H 4.26 2.58 3.38
H 2.59 2.72 2.80
H 3.00 3.26 4.42
H 2.61 7.43 -0.33
H 0.99 6.84 0.11
H 2.09 5.79 -0.77
H 3.08 7.58 2.62
H 2.04 6.30 3.30
H 1.37 7.48 2.22
O -6.12 -1.07 -0.39
P -6.81 -1.79 0.78
N -6.77 -3.30 -0.07
C -7.78 -4.33 -0.18
C -5.44 -3.90 -0.19
N -8.31 -0.95 0.53
C -9.31 -1.42 -0.41
C -8.15 0.49 0.34
N -7.52 -2.59 2.17
C -6.62 -3.41 2.97
C -8.91 -2.72 2.55
H -7.89 -4.92 0.74
H -7.54 -5.03 -0.98
H -8.76 -3.94 -0.45
H -5.16 -4.45 0.72
H -4.68 -3.14 -0.37
H -5.39 -4.59 -1.04
H -8.88 -1.61 -1.41
H -10.12 -0.69 -0.52
H -9.81 -2.31 -0.05
H -7.86 0.73 -0.70
H -7.38 0.90 1.00
H -9.08 1.02 0.56
H -6.71 -4.47 2.72
H -6.82 -3.30 4.04
H -5.58 -3.11 2.82
H -9.42 -3.47 1.94
H -9.45 -1.78 2.50
H -9.00 -3.04 3.59
O -4.43 0.98 -5.57
P -4.14 2.37 -4.98
N -2.45 2.26 -5.33
C -1.32 2.66 -4.52
C -2.10 2.34 -6.74
N -4.52 1.87 -3.36
C -3.54 1.27 -2.49
C -5.74 1.06 -3.26
N -3.95 4.00 -4.39
C -3.74 5.04 -5.39
C -3.78 4.48 -3.03
H -1.17 3.75 -4.49
H -0.39 2.23 -4.91
H -1.37 2.29 -3.50
H -2.07 3.38 -7.09
H -2.83 1.81 -7.36
H -1.13 1.87 -6.95
H -3.02 0.43 -2.97
H -4.00 0.90 -1.56
H -2.81 2.01 -2.14
H -5.55 0.01 -3.53
H -6.52 1.44 -3.93
H -6.14 1.08 -2.25
H -2.68 5.29 -5.49
H -4.29 5.95 -5.15
H -4.11 4.71 -6.37
H -2.76 4.30 -2.67
H -4.49 4.03 -2.34
H -3.95 5.56 -2.97
```

Results
F_max = 0.155 Eh/bohr
Total charge = +1
Orbital gap = 5.55 eV
LUMO level = -3.65 eV

# 8
# C7H14NO3

A cluster of 2 separate species, C7H14NO3 in total in a non-equilibrium geometry (ωB97M-V with the def2-TZVPD basis set, the OMol25 dataset).

Geometry as XYZ:
```
25
C7H14NO3 (ωB97M-V with the def2-TZVPD basis set)
C 2.80 -0.68 -1.73
C 2.27 -2.06 -1.20
O 2.42 -2.14 0.02
O 1.90 -2.82 -2.03
H 2.25 -0.33 -2.72
H 3.96 -0.91 -1.85
H 2.80 0.19 -1.02
C -1.95 0.06 0.55
C -2.02 -0.22 -0.95
C -1.55 2.56 0.63
C 0.56 -0.66 1.64
C 0.26 0.69 1.02
O 1.12 1.62 1.00
N -1.22 1.21 1.04
H -3.15 0.12 0.98
H -1.86 -0.81 1.22
H -1.79 0.74 -1.69
H -2.91 -0.46 -1.24
H -2.31 2.55 -0.05
H 0.07 -1.69 1.48
H -1.12 -1.05 -1.14
H -1.92 2.87 1.53
H -0.68 2.92 0.30
H 1.55 -1.13 1.51
H 0.52 -0.55 2.70
```

Results
F_max = 0.165 Eh/bohr
Total charge = 0
Orbital gap (spin up / spin down) = 9.73 / 5.45 eV
LUMO level (spin up / spin down) = 0.71 / -3.57 eV
Multiplicity = 2